Entry 1:
Molecular formula: C27H10B2CoF17GeN6S
Method: DFT, ωB97M-V/def2-TZVPD

Positions of all 65 atoms, in Å:
Co (-0.169, -0.003, -0.845)
C (-1.658, -3.950, -0.448)
C (-1.766, -2.655, -0.963)
N (-0.722, -1.923, -0.603)
N (0.049, -2.706, 0.181)
C (-0.482, -3.932, 0.271)
B (1.260, -2.101, 0.911)
N (2.279, -1.538, -0.072)
C (3.587, -1.807, -0.214)
C (4.093, -0.973, -1.187)
C (2.989, -0.213, -1.592)
N (1.901, -0.578, -0.931)
N (0.714, -0.912, 1.739)
C (0.795, -0.680, 3.055)
C (0.182, 0.527, 3.323)
C (-0.254, 0.976, 2.075)
N (0.062, 0.100, 1.128)
H (-2.340, -4.772, -0.580)
H (-2.542, -2.223, -1.564)
H (0.009, -4.693, 0.855)
H (1.771, -2.917, 1.629)
H (4.058, -2.558, 0.397)
H (5.105, -0.913, -1.546)
H (2.935, 0.578, -2.317)
H (1.291, -1.387, 3.698)
H (0.074, 1.018, 4.274)
H (-0.759, 1.892, 1.831)
F (-2.259, 3.790, 0.052)
B (-1.823, 2.573, -0.331)
F (-2.717, 1.595, -0.056)
F (0.205, -0.668, -6.473)
C (0.576, -1.755, -5.773)
C (0.526, -1.751, -4.385)
C (1.024, -2.895, -3.792)
F (1.089, -3.016, -2.462)
C (1.509, -3.981, -4.507)
F (1.975, -5.065, -3.871)
C (1.513, -3.945, -5.886)
F (1.973, -4.983, -6.592)
C (1.044, -2.814, -6.528)
F (1.069, -2.753, -7.866)
Ge (-0.246, -0.133, -3.393)
S (-0.267, 2.297, -1.101)
C (-1.859, 0.011, -4.674)
C (-2.070, 0.893, -5.729)
F (-1.119, 1.733, -6.157)
C (-3.232, 0.920, -6.484)
F (-3.370, 1.794, -7.489)
C (-4.245, 0.017, -6.229)
F (-5.366, 0.027, -6.957)
C (-4.064, -0.916, -5.230)
F (-5.013, -1.830, -4.984)
C (-2.890, -0.894, -4.498)
F (-2.766, -1.866, -3.573)
C (0.946, 1.316, -4.193)
C (2.242, 1.113, -4.641)
F (2.789, -0.119, -4.673)
C (3.076, 2.133, -5.072)
F (4.325, 1.870, -5.482)
C (2.612, 3.432, -5.076)
F (3.399, 4.431, -5.490)
C (1.318, 3.685, -4.664)
F (0.846, 4.936, -4.703)
C (0.519, 2.637, -4.242)
F (-0.746, 2.953, -3.944)

As for the energy above the lowest of the compared OMol25 structures with the same formula, charge and spin: 0.000 eV. Its multiplicity is 2. For the HOMO energy (spin up / spin down), the calculation gives -0.208 / -0.203 Ha. Its charge is -1. For the HOMO-LUMO gap (spin up / spin down), the calculation gives 8.03 / 7.91 eV.

***

Entry 2:
Molecular formula: C27H16Br4NO7PPdS
Method: DFT, ωB97M-V/def2-TZVPD

Positions of all 58 atoms, in Å:
Pd (-0.367, -0.653, 1.511)
Br (-3.277, -6.704, 3.753)
C (-2.018, -5.405, 3.175)
C (-0.669, -5.685, 3.178)
Br (-0.027, -7.375, 3.765)
C (0.244, -4.701, 2.763)
Br (2.115, -5.032, 2.693)
C (-0.161, -3.435, 2.352)
O (0.667, -2.514, 1.975)
C (-1.590, -3.148, 2.322)
O (-1.975, -2.001, 1.867)
C (-2.466, -4.145, 2.743)
Br (-4.312, -3.721, 2.660)
O (2.052, 2.189, 3.561)
C (1.653, 1.285, 2.834)
O (0.624, 0.556, 3.015)
C (2.531, 0.902, 1.610)
P (1.545, 0.098, 0.312)
C (1.174, 1.404, -0.886)
C (0.877, 1.100, -2.213)
C (0.450, 2.087, -3.083)
C (0.290, 3.392, -2.631)
C (0.561, 3.698, -1.308)
C (1.010, 2.713, -0.438)
C (2.696, -1.033, -0.507)
C (2.603, -2.384, -0.183)
C (3.516, -3.282, -0.722)
C (4.504, -2.840, -1.589)
C (4.593, -1.492, -1.918)
C (3.693, -0.589, -1.375)
H (3.221, 0.134, 1.975)
H (3.134, 1.738, 1.252)
H (0.955, 0.077, -2.562)
H (0.213, 1.834, -4.109)
H (-0.074, 4.158, -3.306)
H (0.393, 4.696, -0.923)
H (1.164, 2.972, 0.602)
H (1.841, -2.713, 0.519)
H (3.450, -4.329, -0.454)
H (5.212, -3.545, -2.009)
H (5.367, -1.145, -2.593)
H (3.754, 0.463, -1.628)
O (-1.669, -0.220, -0.828)
C (-2.054, 0.844, -0.361)
N (-1.813, 1.254, 0.905)
S (-2.347, 2.747, 1.192)
O (-1.278, 3.700, 1.378)
O (-3.408, 2.786, 2.168)
C (-3.042, 3.003, -0.423)
C (-3.698, 4.103, -0.939)
C (-4.122, 4.026, -2.260)
C (-3.895, 2.882, -3.025)
C (-3.235, 1.786, -2.484)
C (-2.815, 1.868, -1.167)
H (-3.873, 4.988, -0.343)
H (-4.641, 4.865, -2.708)
H (-4.237, 2.853, -4.052)
H (-3.038, 0.889, -3.055)

As for the energy above the lowest of the compared OMol25 structures with the same formula, charge and spin: 0.000 eV. Its multiplicity is 3. For the HOMO energy (spin up / spin down), the calculation gives -0.066 / -0.067 Ha. Its charge is -2. For the HOMO-LUMO gap (spin up / spin down), the calculation gives 5.88 / 5.93 eV.

***

Entry 3:
Molecular formula: C27H17Br2F5N3NiO2S
Method: DFT, ωB97M-V/def2-TZVPD

Positions of all 58 atoms, in Å:
Ni (-0.122, -0.791, 0.993)
Br (-0.834, -4.800, -4.409)
C (-0.548, -3.593, -2.952)
C (-0.779, -2.225, -3.134)
C (-0.587, -1.409, -2.034)
N (-0.179, -1.837, -0.851)
C (0.082, -3.178, -0.682)
C (-0.128, -4.080, -1.750)
C (0.540, -3.580, 0.602)
C (1.049, -4.868, 0.887)
C (1.465, -5.148, 2.154)
Br (2.124, -6.889, 2.586)
C (1.406, -4.180, 3.171)
C (0.904, -2.945, 2.823)
N (0.483, -2.631, 1.605)
H (-1.113, -1.834, -4.079)
H (-0.772, -0.347, -2.107)
H (0.016, -5.137, -1.605)
H (1.119, -5.610, 0.109)
H (1.736, -4.393, 4.172)
H (0.816, -2.175, 3.581)
S (-1.919, -0.555, 2.574)
C (-2.213, -0.134, 1.007)
N (-2.541, 0.247, -0.047)
C (-3.609, 3.970, -3.255)
C (-2.471, 3.555, -2.374)
C (-1.341, 2.953, -2.901)
C (-0.259, 2.603, -2.102)
C (0.957, 2.007, -2.752)
C (-0.351, 2.833, -0.730)
C (-1.489, 3.428, -0.172)
C (-1.583, 3.667, 1.302)
C (-2.523, 3.806, -1.010)
C (0.743, 2.382, 0.167)
O (1.869, 2.798, 0.237)
O (0.288, 1.367, 0.947)
H (-3.593, 3.427, -4.196)
H (-3.527, 5.035, -3.474)
H (-4.564, 3.791, -2.765)
H (-1.285, 2.747, -3.961)
H (1.392, 2.746, -3.427)
H (0.693, 1.130, -3.343)
H (1.710, 1.710, -2.030)
H (-1.838, 2.736, 1.807)
H (-2.366, 4.391, 1.521)
H (-0.639, 4.029, 1.706)
H (-3.403, 4.274, -0.591)
F (2.243, -0.152, -0.229)
C (2.235, -0.059, 1.112)
C (1.188, 0.668, 1.733)
C (1.326, 0.958, 3.112)
F (0.469, 1.806, 3.700)
C (2.334, 0.371, 3.856)
F (2.433, 0.619, 5.172)
C (3.280, -0.453, 3.242)
F (4.237, -1.041, 3.979)
C (3.244, -0.642, 1.855)
F (4.193, -1.371, 1.246)

Its multiplicity is 3. For the HOMO energy (spin up / spin down), the calculation gives -0.092 / -0.166 Ha. Its charge is -1. For the HOMO-LUMO gap (spin up / spin down), the calculation gives 5.03 / 7.05 eV.

***

Entry 4:
Molecular formula: C27H17InN3S6
Method: DFT, ωB97M-V/def2-TZVPD

Positions of all 54 atoms, in Å:
In (3.043, -17.425, 4.150)
S (4.778, -16.956, 6.127)
C (3.837, -15.873, 7.035)
C (4.446, -14.820, 7.737)
C (3.830, -14.053, 8.735)
C (2.511, -14.339, 9.049)
C (1.824, -15.326, 8.344)
C (2.485, -16.103, 7.325)
S (1.667, -17.441, 6.487)
C (0.150, -16.733, 5.817)
C (-0.289, -17.547, 4.634)
C (-1.534, -18.187, 4.631)
C (-1.992, -18.849, 3.490)
C (-1.093, -18.875, 2.407)
C (0.163, -18.243, 2.454)
C (0.874, -18.067, 1.124)
S (2.072, -16.703, 0.894)
C (1.118, -15.418, 1.636)
C (-0.148, -15.134, 1.233)
C (-0.938, -14.253, 1.982)
C (-0.420, -13.631, 3.125)
C (0.937, -13.785, 3.437)
C (1.744, -14.740, 2.780)
S (3.323, -15.050, 3.344)
N (0.588, -17.738, 3.650)
H (5.434, -14.638, 7.417)
H (4.352, -13.156, 9.120)
H (2.015, -13.747, 9.842)
H (0.809, -15.500, 8.604)
H (0.307, -15.702, 5.465)
H (-0.649, -16.679, 6.562)
H (-2.147, -18.053, 5.509)
H (-3.016, -19.258, 3.408)
H (-1.317, -19.396, 1.444)
H (0.135, -18.147, 0.334)
H (1.478, -19.017, 0.929)
H (-0.673, -15.623, 0.348)
H (-1.933, -14.008, 1.593)
H (-1.113, -13.038, 3.704)
H (1.373, -13.020, 4.123)
S (2.622, -20.924, 5.743)
C (2.426, -21.392, 4.112)
C (1.645, -22.530, 3.718)
C (1.372, -22.834, 2.395)
C (0.728, -24.066, 2.123)
N (0.088, -25.021, 2.088)
C (1.698, -21.882, 1.383)
C (2.668, -20.905, 1.681)
C (2.904, -20.611, 3.000)
S (4.150, -19.312, 3.036)
C (1.038, -21.956, 0.152)
N (0.541, -21.962, -0.896)
H (1.232, -23.209, 4.449)
H (3.103, -20.313, 0.857)

As for the energy above the lowest of the compared OMol25 structures with the same formula, charge and spin: 1.034 eV. For the HOMO energy, the calculation gives -0.158 Ha. Its charge is -1. For the HOMO-LUMO gap, the calculation gives 6.13 eV.

***

Entry 5:
Molecular formula: C27H18BrN4O3PPd
Method: DFT, ωB97M-V/def2-TZVPD

Positions of all 55 atoms, in Å:
Pd (-1.069, 0.975, 0.558)
Br (0.067, 2.205, 3.490)
C (-0.955, 0.618, 3.737)
C (-1.255, 0.105, 4.986)
C (-1.932, -1.107, 5.044)
C (-2.260, -1.757, 3.864)
C (-1.940, -1.145, 2.660)
N (-1.309, 0.019, 2.615)
C (-2.243, -1.792, 1.280)
O (-2.538, -2.970, 1.264)
O (-2.120, -1.005, 0.308)
H (-0.956, 0.645, 5.867)
H (-2.176, -1.538, 6.005)
H (-2.749, -2.717, 3.831)
C (5.512, 0.585, -1.124)
C (5.040, 0.728, 0.171)
C (3.685, 0.619, 0.433)
C (2.794, 0.360, -0.601)
C (3.267, 0.217, -1.901)
C (4.621, 0.333, -2.157)
P (1.019, 0.117, -0.226)
C (0.857, -1.686, -0.416)
C (0.780, -2.321, -1.649)
C (0.605, -3.691, -1.701)
C (0.511, -4.430, -0.533)
C (0.598, -3.801, 0.698)
C (0.774, -2.433, 0.757)
C (0.177, 0.885, -1.667)
C (-1.087, 0.403, -2.066)
C (-1.858, 1.135, -2.957)
C (-1.378, 2.325, -3.483)
C (-0.134, 2.804, -3.097)
C (0.631, 2.105, -2.179)
H (6.570, 0.670, -1.330)
H (5.720, 0.925, 0.986)
H (3.309, 0.743, 1.440)
H (2.577, 0.027, -2.711)
H (4.974, 0.221, -3.172)
H (0.832, -1.743, -2.561)
H (0.528, -4.180, -2.661)
H (0.365, -5.498, -0.582)
H (0.506, -4.370, 1.611)
H (0.831, -1.925, 1.713)
H (-1.437, -0.566, -1.723)
H (-2.838, 0.774, -3.233)
H (-1.974, 2.879, -4.191)
H (0.227, 3.740, -3.497)
H (1.585, 2.498, -1.850)
O (-1.319, 3.114, 0.653)
N (-2.450, 2.497, 0.751)
C (-3.524, 2.860, 0.073)
C (-3.579, 4.042, -0.694)
N (-3.581, 5.030, -1.280)
C (-4.679, 2.064, 0.183)
N (-5.623, 1.415, 0.264)

Its multiplicity is 3. For the HOMO energy (spin up / spin down), the calculation gives -0.308 / -0.342 Ha. For the HOMO-LUMO gap (spin up / spin down), the calculation gives 8.00 / 7.37 eV.

***

Entry 6:
Molecular formula: C27H18N7O9ReS2
Method: DFT, ωB97M-V/def2-TZVPD

Positions of all 64 atoms, in Å:
Re (-0.628, -0.976, -0.102)
O (0.407, 0.116, -3.243)
C (0.697, 0.731, -2.244)
N (-0.115, 0.728, -1.104)
C (-0.452, 1.948, -0.599)
O (-0.137, 3.030, -1.046)
C (-1.391, 1.803, 0.563)
C (-1.880, 2.919, 1.227)
C (-2.742, 2.735, 2.296)
C (-3.079, 1.439, 2.657)
C (-2.563, 0.378, 1.933)
N (-1.747, 0.554, 0.897)
C (1.979, 1.458, -2.062)
C (2.676, 2.014, -3.129)
C (3.903, 2.599, -2.855)
C (4.378, 2.612, -1.553)
C (3.602, 2.020, -0.559)
N (2.449, 1.461, -0.826)
H (-1.567, 3.900, 0.902)
H (-3.144, 3.578, 2.836)
H (-3.729, 1.246, 3.493)
H (-2.808, -0.646, 2.180)
H (2.258, 1.980, -4.122)
H (4.486, 3.024, -3.657)
H (5.326, 3.060, -1.302)
H (3.914, 1.979, 0.473)
O (-1.886, -4.035, 2.453)
C (-1.201, -3.117, 2.061)
O (-1.370, -2.558, 0.907)
C (-0.118, -2.556, 2.967)
C (0.099, -3.232, 4.156)
C (1.021, -2.765, 5.085)
C (1.720, -1.588, 4.853)
C (1.544, -0.923, 3.659)
C (0.635, -1.383, 2.649)
O (0.532, -0.719, 1.557)
N (2.298, 0.286, 3.438)
O (2.607, 0.565, 2.298)
O (2.579, 0.941, 4.413)
N (1.248, -3.496, 6.320)
O (0.564, -4.468, 6.520)
O (2.109, -3.067, 7.051)
H (-0.462, -4.136, 4.353)
H (2.410, -1.208, 5.595)
C (2.807, -2.007, 0.124)
C (2.041, -2.320, -1.099)
N (0.760, -2.109, -1.272)
C (0.325, -2.470, -2.528)
C (1.300, -2.983, -3.325)
S (2.795, -3.004, -2.486)
C (-1.061, -2.180, -2.822)
C (-1.785, -2.444, -3.943)
S (-3.379, -1.844, -3.771)
C (-2.997, -1.253, -2.202)
N (-1.757, -1.493, -1.852)
C (-3.986, -0.571, -1.335)
H (2.675, -0.959, 0.413)
H (3.864, -2.205, -0.030)
H (2.453, -2.619, 0.953)
H (1.227, -3.316, -4.339)
H (-1.468, -2.946, -4.833)
H (-4.989, -0.675, -1.741)
H (-3.752, 0.492, -1.247)
H (-3.951, -1.014, -0.340)

As for the energy above the lowest of the compared OMol25 structures with the same formula, charge and spin: 0.965 eV. Its multiplicity is 2. For the HOMO energy (spin up / spin down), the calculation gives -0.420 / -0.417 Ha. Its charge is +1. For the HOMO-LUMO gap (spin up / spin down), the calculation gives 6.11 / 6.43 eV.

***

Entry 7:
Molecular formula: C27H19AuN4O4P
Method: DFT, ωB97M-V/def2-TZVPD

Positions of all 56 atoms, in Å:
Au (0.123, 0.104, -1.176)
O (1.281, 0.584, 3.656)
C (0.580, 0.337, 2.550)
O (0.526, -0.738, 2.005)
C (-0.144, 1.552, 2.058)
C (-0.412, 2.636, 2.872)
C (-1.185, 3.677, 2.360)
C (-1.680, 3.589, 1.076)
C (-1.338, 2.469, 0.324)
N (-0.585, 1.492, 0.799)
C (-1.905, 2.227, -1.052)
O (-2.829, 2.890, -1.444)
O (-1.387, 1.238, -1.785)
H (1.735, -0.229, 3.925)
H (-0.029, 2.664, 3.882)
H (-1.404, 4.539, 2.976)
H (-2.317, 4.345, 0.641)
C (-3.167, -2.690, -4.903)
C (-3.759, -3.135, -3.726)
C (-3.209, -2.800, -2.500)
C (-2.050, -2.018, -2.465)
C (-1.455, -1.576, -3.642)
C (-2.018, -1.916, -4.864)
P (-1.354, -1.681, -0.843)
C (-2.607, -1.055, 0.230)
C (-2.546, -1.243, 1.616)
C (-3.499, -0.650, 2.423)
C (-4.486, 0.153, 1.860)
C (-4.534, 0.363, 0.486)
C (-3.599, -0.239, -0.336)
C (-0.562, -3.155, -0.240)
C (-1.255, -4.008, 0.621)
C (-0.676, -5.211, 0.989)
C (0.581, -5.555, 0.513)
C (1.265, -4.707, -0.351)
C (0.698, -3.504, -0.733)
H (-3.611, -2.946, -5.857)
H (-4.656, -3.740, -3.761)
H (-3.674, -3.143, -1.584)
H (-0.563, -0.962, -3.609)
H (-1.562, -1.570, -5.782)
H (-1.753, -1.834, 2.054)
H (-3.471, -0.810, 3.493)
H (-5.224, 0.620, 2.500)
H (-5.293, 1.003, 0.053)
H (-3.635, -0.074, -1.405)
H (-2.244, -3.754, 0.980)
H (-1.210, -5.880, 1.651)
H (1.030, -6.494, 0.813)
H (2.242, -4.983, -0.725)
H (1.232, -2.842, -1.399)
N (5.165, 0.730, 2.011)
C (4.441, 0.041, 1.437)
N (3.580, -0.780, 0.840)
C (2.719, -0.659, -0.021)
N (1.876, -0.703, -0.871)

As for the energy above the lowest of the compared OMol25 structures with the same formula, charge and spin: 0.706 eV. For the HOMO energy (spin up / spin down), the calculation gives -0.444 / -0.444 Ha. Its charge is +1. For the HOMO-LUMO gap (spin up / spin down), the calculation gives 6.18 / 6.18 eV.

***

Entry 8:
Molecular formula: C27H19Br2F6HgN4O8S2
Method: DFT, ωB97M-V/def2-TZVPD

Positions of all 69 atoms, in Å:
Hg (1.567, -0.927, 1.378)
Br (6.782, -2.127, 2.082)
C (5.840, -0.657, 2.587)
C (6.438, 0.374, 3.337)
C (5.677, 1.469, 3.833)
Br (6.459, 2.498, 5.180)
C (4.302, 1.635, 3.518)
C (3.521, 2.637, 4.047)
C (2.182, 2.775, 3.570)
C (1.764, 1.920, 2.531)
N (2.563, 0.927, 2.140)
C (3.804, 0.649, 2.652)
C (4.442, -0.514, 2.217)
O (3.773, -1.490, 1.739)
H (7.479, 0.393, 3.657)
H (3.896, 3.376, 4.815)
H (1.390, 3.432, 4.113)
H (0.858, 2.092, 1.980)
F (-0.215, -3.932, -4.932)
C (0.022, -4.367, -3.672)
F (-0.159, -5.693, -3.536)
F (-0.893, -3.679, -2.896)
S (1.787, -4.017, -3.057)
O (1.859, -4.213, -1.632)
O (2.615, -4.847, -3.940)
N (2.056, -2.510, -3.425)
S (2.583, -1.393, -2.390)
O (1.660, -1.162, -1.278)
O (3.963, -1.337, -2.082)
C (2.297, 0.126, -3.535)
F (2.954, 0.029, -4.683)
F (2.588, 1.303, -3.013)
F (0.996, 0.174, -3.882)
O (-0.610, 3.034, 0.813)
C (-1.617, 3.538, -0.082)
C (-1.259, 3.577, -1.605)
C (-1.083, 2.214, -2.248)
C (-2.324, 1.495, -2.578)
C (-3.568, 1.622, -1.957)
C (-4.669, 0.850, -2.414)
C (-4.335, -0.193, -3.251)
C (-3.052, -0.264, -3.807)
N (-2.119, 0.573, -3.569)
H (-0.763, 2.021, 0.687)
H (-1.769, 4.620, 0.150)
H (-2.572, 3.007, 0.072)
H (-0.325, 4.119, -1.661)
H (-2.119, 4.038, -2.106)
H (-0.432, 1.552, -1.661)
H (-0.624, 2.434, -3.242)
H (-3.749, 2.351, -1.188)
H (-5.620, 0.991, -1.931)
H (-5.065, -0.920, -3.674)
H (-2.850, -1.102, -4.499)
O (-0.156, -2.706, 3.208)
C (-0.957, -2.110, 2.489)
N (-0.541, -1.351, 1.329)
C (-1.582, -0.481, 0.933)
O (-1.532, 0.425, 0.097)
C (-2.807, -0.934, 1.561)
C (-4.110, -0.477, 1.494)
C (-5.103, -1.172, 2.240)
C (-4.710, -2.201, 3.042)
C (-3.342, -2.564, 3.241)
C (-2.448, -1.935, 2.480)
H (-4.356, 0.302, 0.735)
H (-6.181, -1.064, 2.043)
H (-5.433, -2.790, 3.554)
H (-3.071, -3.445, 3.885)

As for the energy above the lowest of the compared OMol25 structures with the same formula, charge and spin: 0.158 eV. Its multiplicity is 2. For the HOMO energy (spin up / spin down), the calculation gives 0.011 / -0.125 Ha. Its charge is -2. For the HOMO-LUMO gap (spin up / spin down), the calculation gives 3.18 / 6.87 eV.